Density functional theory data (ωB97M-V/def2-TZVPD) for C36H90N6O12 as an isolated structure.

CARTESIAN COORDINATES (ANGSTROEM)
C 2.80013 3.74908 -1.36329
O 1.51702 3.63328 -2.14163
C 0.68645 2.68451 -1.69210
C -0.59686 2.62480 -2.41711
N -0.46212 2.85618 -3.78369
C -0.52743 1.58560 -4.58017
C 0.59965 0.53250 -4.29306
O 1.95615 0.99321 -4.67267
C 2.57813 0.17985 -5.70660
H 2.68330 4.53172 -0.61368
H 3.63383 4.07631 -1.98453
H 3.20255 2.88609 -0.83281
H 0.50413 2.92293 -0.64424
H 1.22891 1.73917 -1.67894
H -1.22326 3.36849 -1.92453
H -1.00564 1.64768 -2.15973
H 0.46772 3.20654 -3.96463
H -0.54672 1.77108 -5.65411
H -1.44136 0.99196 -4.55972
H 0.28695 -0.37863 -4.80311
H 0.67693 0.28041 -3.23544
H 3.61082 0.52646 -5.74530
H 2.26762 0.45611 -6.71425
H 2.55360 -0.90949 -5.67736
C -4.39153 -0.22874 0.05771
O -4.21773 1.06928 0.77689
C -2.98521 1.20807 1.42642
C -2.83767 2.71123 1.73713
N -3.69928 2.96729 2.93263
C -3.78286 4.31859 3.40338
C -2.43409 4.86553 3.91291
O -2.15677 4.76478 5.30934
C -3.21682 4.60754 6.10791
H -4.21193 -1.15764 0.59901
H -3.71133 -0.14949 -0.79032
H -5.39980 -0.40751 -0.31582
H -2.15999 1.02295 0.73878
H -2.78536 0.51270 2.24166
H -3.13764 3.13305 0.77787
H -1.82039 2.98017 2.02159
H -3.62371 2.30790 3.69395
H -4.54415 4.15954 4.16707
H -4.15566 5.01672 2.65389
H -2.52325 5.94377 3.78052
H -1.63162 4.56746 3.23815
H -2.98508 4.76983 7.16055
H -3.53900 3.57945 5.94262
H -3.97967 5.34337 5.85350
C 2.32001 -0.82918 -2.41603
O 1.87738 -0.02439 -1.40485
C 2.58315 0.34435 -0.26844
C 2.74662 -0.81217 0.74718
N 3.94567 -1.67329 0.52151
C 3.73494 -3.04315 0.98958
C 5.09394 -3.61722 1.36964
O 5.81419 -2.76187 2.27422
C 7.11267 -3.36501 2.53018
H 2.49068 -0.15067 -3.25185
H 1.71943 -1.71275 -2.63217
H 3.31170 -1.15838 -2.10576
H 1.97525 1.16554 0.11129
H 3.54052 0.84134 -0.42509
H 1.80285 -1.33163 0.91320
H 2.87349 -0.33935 1.72105
H 4.71948 -1.25350 1.01660
H 3.31110 -3.80322 0.33327
H 3.03728 -3.10532 1.82475
H 5.66706 -3.73733 0.45029
H 4.88323 -4.65046 1.64550
H 7.74272 -3.72576 1.71715
H 6.88954 -4.31217 3.02128
H 7.69263 -2.65208 3.11625
C 0.43644 4.21483 2.77574
O 1.67929 3.84589 2.12156
C 2.84082 4.15522 2.80958
C 2.90944 3.30119 4.12474
N 2.84363 1.83290 3.80338
C 2.48471 0.98837 4.90093
C 2.36079 -0.51594 4.56507
O 1.33457 -0.79924 3.53214
C 0.14395 -1.00074 4.20496
H 0.29955 4.19048 3.85684
H -0.45959 3.63356 2.55820
H 0.20957 5.25011 2.52114
H 2.95281 5.22001 3.01395
H 3.65554 3.82882 2.16320
H 2.25734 3.65818 4.92188
H 3.85140 3.51335 4.63050
H 2.10258 1.77160 3.11985
H 1.53143 1.33725 5.29797
H 3.14472 1.10453 5.76058
H 2.52623 -1.11371 5.46139
H 3.31871 -0.64289 4.06072
H 0.08550 -1.70040 5.03872
H -0.37434 -1.55789 3.42452
H -0.37798 -0.07682 4.45412
C 1.62716 1.86492 1.83341
O 0.40218 1.24238 1.40749
C -0.22023 1.82409 0.31620
C -1.20229 0.76519 -0.21232
N -0.43595 -0.43559 -0.58352
C -1.18079 -1.54747 -1.07137
C -2.02744 -2.29435 -0.01681
O -2.89971 -3.14033 -0.69022
C -3.88394 -3.84054 0.15876
H 2.06578 1.16563 2.54523
H 1.39810 2.81175 2.32244
H 2.36245 1.91858 1.03057
H 0.51524 2.10240 -0.43860
H -0.86772 2.60453 0.71592
H -1.81032 1.24433 -0.97966
H -1.93206 0.51419 0.55744
H 0.46654 -0.54532 -0.14355
H -0.53057 -2.25765 -1.58222
H -1.71363 -1.14357 -1.93222
H -2.36344 -1.62644 0.77635
H -1.34151 -2.88615 0.58933
H -4.42455 -3.18053 0.83717
H -3.31557 -4.58475 0.71662
H -4.59633 -4.47931 -0.36334
C -4.27772 -5.69817 -6.48530
O -2.84690 -5.44467 -6.77538
C -1.94558 -5.75522 -5.68904
C -1.84486 -4.66223 -4.55216
N -0.95478 -5.04961 -3.50256
C -1.38348 -4.36508 -2.24599
C -1.73742 -2.88503 -2.27586
O -2.96193 -2.51116 -2.85707
C -3.03850 -1.08389 -3.12133
H -4.44407 -6.59210 -5.88419
H -4.71614 -6.10059 -7.39849
H -4.95568 -4.95262 -6.06981
H -0.96267 -5.89856 -6.13786
H -2.11761 -6.78084 -5.36254
H -2.81075 -4.76345 -4.05727
H -1.75624 -3.60733 -4.81179
H -1.09779 -6.04016 -3.36671
H -0.66316 -4.63889 -1.47510
H -2.23728 -4.88268 -1.80870
H -0.82655 -2.46695 -2.70436
H -1.58491 -2.40997 -1.30677
H -2.35181 -0.75446 -3.90110
H -2.70061 -0.64573 -2.18222
H -4.03752 -0.69929 -3.32659

Computed properties:
* F_max: 18.1 eV Å⁻¹
* relative energy (zero: lowest compared OMol25 entry of this formula, charge and spin): 53.128 eV
* HOMO energy: -6.2 eV

---

Density functional theory data (ωB97M-V/def2-TZVPD) for C36H66N12O4RbS as an isolated structure.

CARTESIAN COORDINATES (ANGSTROEM)
Rb 0.15288 -2.66590 3.35215
S -0.04577 -0.70273 0.57736
O -0.96413 -0.65752 -0.56196
O -0.85562 -0.66847 1.80956
O 0.63206 -1.98616 0.65189
O 0.92396 0.41560 0.66056
C 0.21064 2.00223 7.65237
C -0.68261 2.50929 6.50641
N 0.13423 2.33629 5.22192
C 0.47726 1.11608 4.68697
C 1.18507 1.34487 3.54054
N 1.10991 2.63633 3.22874
C 0.53063 3.26271 4.31482
C 1.51362 3.26013 1.99904
H -0.08399 0.98647 7.91607
H 0.17866 2.68986 8.49750
H 1.26194 2.04053 7.36708
H -0.96590 3.55995 6.56939
H -1.52167 1.84841 6.28890
H 0.31197 0.24434 5.30273
H 1.62192 0.64975 2.83886
H 0.55532 4.33777 4.41496
H 1.16106 4.27589 1.82005
H 1.18069 2.53957 1.25202
H 2.58855 3.40284 1.88838
C 5.49231 -2.13863 -4.60522
C 4.14665 -2.00726 -5.34920
N 3.17950 -1.26284 -4.49917
C 2.57178 -1.80927 -3.45598
C 1.89029 -0.81506 -2.74618
N 2.07981 0.38177 -3.41898
C 2.88791 0.08225 -4.53199
C 1.79543 1.75994 -2.89194
H 6.23022 -2.46327 -5.33884
H 5.39349 -2.84490 -3.78088
H 5.80985 -1.21886 -4.11401
H 3.67864 -2.97171 -5.54647
H 4.21476 -1.43379 -6.27364
H 2.84516 -2.81277 -3.16503
H 1.42270 -0.75600 -1.77445
H 3.30105 0.76250 -5.26205
H 2.67742 2.37182 -3.08116
H 1.54682 1.90770 -1.84101
H 0.95445 2.00226 -3.54167
C 6.22533 2.44842 -1.54677
C 6.67407 1.01579 -1.27785
N 5.56764 0.23407 -0.69578
C 4.55483 0.63163 0.16811
C 3.82056 -0.38291 0.56577
N 4.24626 -1.51474 -0.17900
C 5.34914 -1.13168 -0.89575
C 3.72049 -2.86723 -0.10369
H 6.14291 3.11105 -0.68525
H 5.26651 2.60395 -2.04131
H 7.01301 2.94678 -2.11183
H 7.61926 0.94550 -0.73954
H 6.90781 0.59394 -2.25535
H 4.55383 1.64406 0.54414
H 3.09766 -0.46930 1.36348
H 5.92923 -1.77319 -1.54257
H 2.80284 -3.02092 -0.67150
H 3.60805 -3.14167 0.94518
H 4.37273 -3.65172 -0.48744
C -3.24120 3.65835 3.31784
C -2.05277 3.57870 2.40900
N -2.49206 3.47188 1.07154
C -3.59727 4.02797 0.44114
C -3.44025 3.90593 -0.92167
N -2.36431 3.07749 -1.17851
C -1.79438 2.85378 0.02645
C -1.91018 2.65634 -2.51215
H -3.85706 4.53557 3.11960
H -2.85104 3.71264 4.33417
H -3.88799 2.79524 3.16032
H -1.45923 2.72217 2.72864
H -1.57262 4.55678 2.37869
H -4.42603 4.52198 0.92643
H -4.06840 4.19429 -1.75154
H -0.86206 2.30867 0.03237
H -0.93931 2.17715 -2.38617
H -1.74095 3.59657 -3.03698
H -2.52439 1.86259 -2.93736
C -0.65525 -6.99523 -4.74605
C -1.15622 -5.60919 -5.21898
N -1.39202 -4.76965 -4.01062
C -0.40299 -4.14627 -3.28218
C -1.02920 -3.27858 -2.41216
N -2.38277 -3.47487 -2.58000
C -2.58803 -4.35983 -3.61130
C -3.42667 -2.92648 -1.73294
H -1.37228 -7.34893 -4.00520
H 0.32431 -6.88759 -4.28023
H -0.43709 -7.56595 -5.64871
H -2.07512 -5.69512 -5.79893
H -0.38747 -5.11737 -5.81499
H 0.64245 -4.34482 -3.46670
H -0.76618 -2.71403 -1.52982
H -3.55301 -4.62100 -4.01998
H -4.13721 -3.69952 -1.44030
H -4.05035 -2.14410 -2.16540
H -2.98860 -2.63607 -0.77803
C -4.82227 0.69207 -0.36720
C -4.78390 -0.51660 0.58751
N -4.86194 -0.14343 1.98126
C -5.91526 0.39012 2.57883
C -5.65036 0.44778 3.87036
N -4.41058 -0.08130 4.18115
C -3.91075 -0.48080 2.96563
C -3.81272 -0.26136 5.46721
H -3.92135 1.30043 -0.44673
H -5.61891 1.42146 -0.22071
H -5.02844 0.36114 -1.38508
H -3.85544 -1.07233 0.45630
H -5.63450 -1.14661 0.32742
H -6.72472 0.81953 2.00719
H -6.30744 0.70393 4.68831
H -3.02606 -1.05472 2.73253
H -4.32589 0.38751 6.17695
H -2.78654 -0.04207 5.17230
H -3.88875 -1.33840 5.61658

Computed properties:
* F_max: 6.6 eV Å⁻¹
* 2S+1: 2
* net charge: +4
* ⟨S²⟩: 0.756
* HOMO energy (spin up / spin down): -10.8 / -15.1 eV

---

Density functional theory data (ωB97M-V/def2-TZVPD) for a 3-piece molecular cluster, C21H47BClN2O9P2S overall.

CARTESIAN COORDINATES (ANGSTROEM)
Cl 7.25931 7.06109 0.77992
B 5.90797 5.96113 1.61164
C 5.13680 5.13343 0.42494
C 3.62160 4.93280 0.70032
C 2.96051 4.12291 -0.45601
C 2.20646 2.85917 0.02934
C 3.17508 1.80707 0.64323
C 2.79736 0.39823 0.10747
C 3.88828 -0.66011 0.39845
S 5.00649 -1.04350 -0.99023
C 5.07312 0.37284 -2.02246
N 6.17379 0.88630 -2.45753
N 5.89532 1.97019 -3.25006
C 4.60966 2.06264 -3.24347
O 4.02253 1.09249 -2.52637
H 5.14940 6.63601 2.27339
H 6.52919 5.20278 2.32904
H 5.60277 4.15694 0.19318
H 5.23046 5.73791 -0.49704
H 3.18141 5.94020 0.68792
H 3.45680 4.46160 1.67887
H 2.23938 4.73960 -1.01509
H 3.73671 3.80834 -1.17113
H 1.39668 3.12958 0.72182
H 1.70643 2.44689 -0.86514
H 4.21472 2.04623 0.38441
H 3.03168 1.81632 1.73083
H 1.91662 0.10274 0.70464
H 2.45943 0.42615 -0.93079
H 3.37281 -1.60134 0.63184
H 4.42415 -0.36185 1.30817
H 3.96431 2.78862 -3.71811
O -4.05030 1.05658 -2.34041
P -3.86229 1.99741 -1.19765
O -3.19623 3.31503 -1.90250
C -3.96770 4.06232 -2.83347
C -5.06732 4.85753 -2.15015
O -2.53792 1.36151 -0.48747
C -2.08998 0.03825 -0.78335
C -1.02822 0.05316 -1.86190
O -4.17346 2.80490 0.22952
C -5.45046 2.59732 0.85260
C -5.72714 1.13093 1.12645
H -4.38650 3.39913 -3.59625
H -3.27991 4.74525 -3.33257
H -5.85653 4.19205 -1.78477
H -5.52333 5.56421 -2.84507
H -4.67518 5.40415 -1.29243
H -2.92755 -0.60470 -1.05436
H -1.66445 -0.36827 0.13693
H -1.36148 0.58653 -2.75274
H -0.75166 -0.96307 -2.14981
H -0.13369 0.56832 -1.50594
H -6.23847 3.02416 0.22427
H -5.44017 3.15470 1.78910
H -5.83441 0.56846 0.19184
H -6.65112 1.01396 1.69396
H -4.90579 0.68058 1.68445
O -1.79427 -4.30804 0.05223
P -1.28012 -5.28811 1.07227
O -0.34079 -4.23855 1.93164
C -0.96995 -3.26731 2.75636
C -1.58752 -3.89203 3.99614
O -0.11066 -5.93927 0.11074
C -0.18476 -5.86983 -1.31245
C 0.58883 -4.67686 -1.83736
O -0.80849 -6.51334 2.13488
C -1.81263 -7.43069 2.59245
C -2.53059 -8.11796 1.44650
H -1.72281 -2.71562 2.18489
H -0.19627 -2.55790 3.05156
H -2.47421 -4.47990 3.73300
H -1.89696 -3.12260 4.70477
H -0.88153 -4.56342 4.48531
H -1.22140 -5.85053 -1.64980
H 0.25836 -6.79035 -1.69958
H 0.27319 -3.75004 -1.35781
H 0.45779 -4.57223 -2.91596
H 1.65353 -4.79251 -1.62723
H -2.52853 -6.90239 3.23013
H -1.30679 -8.17164 3.21189
H -3.12286 -7.40055 0.86529
H -3.21007 -8.88367 1.82234
H -1.81645 -8.57847 0.76358

Computed properties:
* F_max: 9.4 eV Å⁻¹
* net charge: -1
* HOMO energy: -4.4 eV

---

Among the records above, which one has the lowest F_max?
C36H66N12O4RbS

---

What is the F_max in the second record?
6.6 eV Å⁻¹

---

The lowest F_max belongs to which entry?
C36H66N12O4RbS